No. 1
The following is a quantum chemistry calculation of a structure of composition C17H26Br9CuO7 in a non-equilibrium geometry, from the Open Molecules 2025 dataset.

## Properties
* ⟨S²⟩: 0.75
* 2S+1: 2
* lowest unoccupied orbital energy (spin up / spin down): -6.65 / -6.65 eV
* total charge: +1
* orbital gap (spin up / spin down): 4.9 / 4.9 eV
* HOMO energy (spin up / spin down): -0.4231 / -0.4231 hartree
* E_tot: -707390.597 eV

Each line ends with the Löwdin charge.
CARTESIAN COORDINATES (ANGSTROEM)
Cu (-17.768, 7.984, 7.528)  0.99
C (-21.301, 13.980, 7.275)  -0.11
C (-20.885, 12.591, 6.871)  -0.36
O (-20.285, 11.758, 7.832)  0.00
H (-21.534, 14.495, 6.343)  0.08
H (-20.607, 14.626, 7.812)  0.08
H (-22.217, 13.977, 7.866)  0.07
H (-20.264, 12.670, 5.979)  0.12
H (-21.841, 12.274, 6.452)  0.12
O (-15.263, 10.145, 11.195)  0.02
C (-15.084, 10.988, 12.133)  -0.39
O (-14.056, 10.796, 12.976)  0.04
C (-14.065, 11.718, 14.076)  -0.15
C (-15.297, 12.534, 13.882)  -0.19
C (-15.807, 12.309, 12.497)  -0.07
H (-13.237, 12.397, 14.277)  0.13
H (-14.183, 11.173, 15.012)  0.13
H (-14.957, 13.564, 13.993)  0.11
H (-16.012, 12.503, 14.704)  0.12
H (-15.453, 13.098, 11.833)  0.13
H (-16.880, 12.288, 12.304)  0.12
O (-14.745, 11.103, 4.474)  0.08
C (-14.261, 11.792, 3.598)  -0.50
O (-14.917, 12.801, 3.073)  0.05
C (-14.072, 13.575, 2.235)  -0.12
C (-12.752, 12.753, 2.000)  -0.15
C (-12.996, 11.557, 2.799)  -0.10
H (-13.837, 14.462, 2.824)  0.12
H (-14.552, 13.940, 1.327)  0.13
H (-11.819, 13.282, 2.197)  0.12
H (-12.562, 12.625, 0.934)  0.11
H (-12.217, 11.322, 3.525)  0.13
H (-13.223, 10.630, 2.272)  0.14
O (-20.024, 6.624, 11.615)  0.08
C (-20.974, 6.718, 12.355)  -0.60
O (-21.860, 5.822, 12.462)  0.07
C (-22.885, 6.153, 13.460)  -0.07
C (-22.270, 7.364, 14.251)  -0.13
C (-21.306, 7.893, 13.211)  -0.10
H (-23.002, 5.319, 14.151)  0.12
H (-23.844, 6.334, 12.975)  0.13
H (-21.703, 7.211, 15.169)  0.11
H (-23.001, 8.067, 14.652)  0.11
H (-20.319, 8.276, 13.470)  0.13
H (-21.779, 8.605, 12.535)  0.13
C (-23.065, 16.121, 13.617)  -1.55
Br (-24.923, 16.463, 14.231)  0.54
Br (-22.233, 14.698, 14.652)  0.50
Br (-21.818, 17.587, 13.904)  0.54
H (-22.975, 15.715, 12.610)  -0.02
C (-27.007, 10.197, 6.637)  -1.46
Br (-26.825, 12.111, 6.046)  0.49
Br (-28.877, 9.528, 6.489)  0.52
Br (-26.529, 9.927, 8.576)  0.47
H (-26.290, 9.676, 6.002)  -0.03
C (-19.031, 20.005, 5.561)  -1.53
Br (-20.221, 21.405, 4.722)  0.50
Br (-17.533, 20.541, 6.778)  0.53
Br (-18.533, 18.849, 4.112)  0.54
H (-19.667, 19.361, 6.168)  -0.04

***

No. 2
The following is a quantum chemistry calculation of a cluster of 6 separate species, C49H109F4N2O11P3S4 in total in a non-equilibrium geometry, from the Open Molecules 2025 dataset.

## Properties
* lowest unoccupied orbital energy: -0.45 eV
* orbital gap: 4.1 eV
* HOMO energy: -0.1670 hartree
* E_tot: -160151.140 eV

Each line ends with the Löwdin charge.
CARTESIAN COORDINATES (ANGSTROEM)
C (4.698, -5.115, 14.678)  -0.10
C (5.231, -6.469, 15.249)  -0.22
C (4.949, -7.723, 14.308)  -0.24
C (5.817, -7.712, 13.032)  -0.24
P (5.334, -9.208, 11.983)  1.09
C (5.783, -10.733, 13.032)  -0.20
C (5.974, -12.107, 12.279)  -0.22
C (7.435, -12.644, 12.238)  -0.24
C (7.494, -14.091, 11.622)  -0.07
C (3.541, -9.202, 11.325)  -0.23
C (3.211, -10.457, 10.455)  -0.24
C (3.163, -10.171, 8.898)  -0.24
C (2.858, -11.493, 8.048)  -0.07
C (6.411, -9.217, 10.549)  -0.29
C (7.935, -9.156, 10.895)  -0.22
C (8.783, -9.756, 9.720)  -0.23
C (10.290, -9.912, 10.089)  -0.09
H (5.066, -4.263, 15.250)  0.07
H (3.614, -5.000, 14.672)  0.07
H (5.152, -4.889, 13.714)  0.06
H (4.879, -6.600, 16.272)  0.10
H (6.314, -6.426, 15.365)  0.10
H (3.910, -7.606, 13.998)  0.10
H (5.134, -8.606, 14.920)  0.09
H (6.857, -7.766, 13.355)  0.07
H (5.630, -6.758, 12.538)  0.09
H (5.011, -10.831, 13.796)  0.09
H (6.688, -10.418, 13.550)  0.08
H (5.663, -12.199, 11.238)  0.09
H (5.374, -12.806, 12.861)  0.11
H (7.886, -12.599, 13.229)  0.10
H (8.040, -12.050, 11.553)  0.08
H (6.778, -14.585, 12.278)  0.07
H (8.450, -14.606, 11.719)  0.07
H (7.158, -14.117, 10.586)  0.07
H (3.076, -8.279, 10.980)  0.10
H (2.967, -9.375, 12.236)  0.07
H (2.191, -10.715, 10.739)  0.11
H (3.822, -11.334, 10.674)  0.08
H (4.081, -9.614, 8.712)  0.08
H (2.447, -9.374, 8.699)  0.09
H (3.831, -11.964, 7.916)  0.06
H (2.492, -11.101, 7.098)  0.07
H (2.256, -12.156, 8.670)  0.07
H (6.108, -8.360, 9.948)  0.10
H (6.202, -10.101, 9.947)  0.09
H (8.089, -9.662, 11.848)  0.07
H (8.429, -8.193, 11.019)  0.12
H (8.615, -9.047, 8.909)  0.11
H (8.446, -10.770, 9.507)  0.09
H (10.420, -10.385, 11.063)  0.06
H (10.723, -8.915, 10.160)  0.05
H (10.890, -10.389, 9.314)  0.07
C (5.536, -9.346, 18.426)  -0.08
C (6.977, -8.888, 17.838)  -0.20
C (8.040, -10.008, 18.050)  -0.22
C (8.389, -10.096, 19.572)  -0.27
P (10.143, -10.316, 19.921)  1.06
C (10.397, -10.310, 21.773)  -0.25
C (11.824, -10.750, 22.289)  -0.19
C (11.837, -10.955, 23.841)  -0.25
C (11.070, -12.213, 24.244)  -0.10
C (10.592, -12.055, 19.272)  -0.20
C (9.611, -13.227, 19.550)  -0.19
C (9.289, -13.548, 21.073)  -0.28
C (8.329, -14.683, 21.098)  -0.12
C (11.331, -9.135, 19.236)  -0.24
C (10.851, -7.686, 19.449)  -0.23
C (11.637, -6.755, 18.463)  -0.25
C (11.149, -5.303, 18.414)  -0.11
H (5.770, -9.958, 19.298)  0.05
H (4.878, -9.986, 17.839)  0.06
H (4.986, -8.419, 18.582)  0.06
H (7.281, -8.045, 18.458)  0.09
H (6.899, -8.707, 16.766)  0.08
H (8.952, -9.748, 17.512)  0.07
H (7.715, -11.006, 17.754)  0.11
H (7.798, -10.857, 20.081)  0.10
H (8.205, -9.145, 20.073)  0.08
H (9.600, -10.857, 22.279)  0.06
H (10.186, -9.252, 21.928)  0.07
H (12.596, -10.056, 21.955)  0.11
H (12.033, -11.743, 21.890)  0.09
H (11.368, -10.085, 24.300)  0.10
H (12.877, -10.948, 24.165)  0.10
H (11.303, -13.106, 23.664)  0.07
H (10.025, -11.984, 24.036)  0.06
H (11.187, -12.439, 25.304)  0.07
H (11.666, -12.144, 19.436)  0.08
H (10.491, -11.845, 18.208)  0.05
H (10.016, -14.187, 19.232)  0.10
H (8.708, -13.086, 18.955)  0.09
H (8.783, -12.749, 21.614)  0.07
H (10.251, -13.629, 21.579)  0.08
H (7.611, -14.506, 20.298)  0.07
H (8.028, -14.828, 22.136)  0.08
H (8.806, -15.606, 20.770)  0.08
H (11.287, -9.351, 18.168)  0.06
H (12.389, -9.203, 19.487)  0.12
H (10.970, -7.285, 20.456)  0.10
H (9.791, -7.498, 19.284)  0.09
H (11.484, -7.234, 17.496)  0.07
H (12.718, -6.729, 18.599)  0.12
H (10.175, -5.296, 17.924)  0.07
H (11.854, -4.637, 17.917)  0.07
H (11.029, -4.949, 19.437)  0.07
C (11.632, -13.316, 11.526)  -0.09
C (13.004, -12.861, 12.179)  -0.20
C (13.663, -11.654, 11.499)  -0.23
C (14.307, -10.602, 12.505)  -0.19
P (14.945, -8.961, 11.832)  1.09
C (13.590, -7.982, 10.975)  -0.25
C (13.880, -6.582, 10.405)  -0.24
C (12.609, -5.997, 9.816)  -0.24
C (11.511, -5.605, 10.890)  -0.08
C (15.513, -7.835, 13.254)  -0.23
C (14.379, -7.336, 14.176)  -0.22
C (14.154, -5.766, 14.181)  -0.21
C (12.652, -5.340, 14.427)  -0.09
C (16.243, -9.369, 10.623)  -0.25
C (17.714, -9.195, 11.130)  -0.26
C (18.311, -10.412, 11.799)  -0.22
C (18.626, -11.653, 10.787)  -0.06
H (11.744, -13.538, 10.465)  0.06
H (10.858, -12.552, 11.597)  0.03
H (11.260, -14.261, 11.922)  0.07
H (13.705, -13.691, 12.277)  0.12
H (12.752, -12.486, 13.170)  0.07
H (13.052, -11.332, 10.655)  0.08
H (14.311, -12.001, 10.694)  0.09
H (15.048, -11.059, 13.161)  0.11
H (13.509, -10.345, 13.201)  0.07
H (12.864, -7.942, 11.787)  0.06
H (13.461, -8.633, 10.110)  0.09
H (14.715, -6.356, 9.742)  0.11
H (14.126, -6.078, 11.339)  0.09
H (12.118, -6.558, 9.021)  0.10
H (13.085, -5.107, 9.403)  0.10
H (10.807, -4.839, 10.566)  0.07
H (12.112, -4.958, 11.529)  0.06
H (11.058, -6.411, 11.468)  0.05
H (16.003, -6.962, 12.824)  0.08
H (16.275, -8.335, 13.853)  0.09
H (14.598, -7.571, 15.218)  0.10
H (13.480, -7.922, 13.988)  0.06
H (14.737, -5.126, 13.517)  0.09
H (14.613, -5.406, 15.101)  0.09
H (12.018, -5.703, 13.618)  0.03
H (12.586, -4.254, 14.502)  0.07
H (12.271, -5.827, 15.324)  0.05
H (15.966, -8.663, 9.841)  0.08
H (16.031, -10.385, 10.289)  0.08
H (17.886, -8.383, 11.837)  0.10
H (18.364, -9.023, 10.272)  0.11
H (17.827, -10.620, 12.753)  0.10
H (19.193, -9.915, 12.204)  0.10
H (17.792, -11.846, 10.113)  0.05
H (18.762, -12.577, 11.349)  0.06
H (19.471, -11.602, 10.100)  0.06
O (13.579, -9.545, 16.093)  0.06
C (14.122, -10.475, 16.810)  -0.91
O (15.290, -10.870, 16.689)  -0.06
O (13.599, -11.268, 17.627)  -0.07
H (12.619, -9.542, 16.100)  0.01
N (13.915, -14.046, 18.365)  -0.20
S (13.154, -14.954, 17.339)  0.40
O (11.725, -14.961, 17.387)  -0.31
O (13.860, -16.075, 16.725)  -0.31
F (13.290, -13.941, 16.106)  -0.23
S (13.348, -15.048, 19.662)  0.63
O (13.261, -16.539, 19.548)  -0.32
O (12.481, -14.389, 20.644)  -0.33
F (14.793, -14.784, 20.377)  -0.25
N (10.966, -9.555, 15.531)  -0.25
S (10.268, -8.755, 14.498)  0.48
O (8.786, -8.836, 14.326)  -0.34
O (11.100, -8.221, 13.387)  -0.31
F (10.154, -7.397, 15.381)  -0.22
S (10.394, -11.113, 15.041)  0.70
O (10.003, -11.424, 13.667)  -0.29
O (9.679, -11.798, 16.144)  -0.28
F (11.894, -11.817, 15.115)  -0.17

***

No. 3
The following is a quantum chemistry calculation of a cluster of 11 separate species, C15H52O11 in total in a non-equilibrium geometry, from the Open Molecules 2025 dataset.

## Properties
* SMILES string: CC(C)O.CC(C)O.CO.CO.CO.CO.CO.CO.CO.CO.CO
* lowest unoccupied orbital energy: 0.11 eV
* orbital gap: 9.5 eV
* HOMO energy: -0.3447 hartree
* E_tot: -38915.819 eV

Each line ends with the Löwdin charge.
CARTESIAN COORDINATES (ANGSTROEM)
C (-4.341, 1.077, -2.174)  -0.04
C (-3.147, 1.989, -2.506)  -0.49
C (-3.405, 3.422, -2.007)  -0.03
O (-2.075, 1.506, -1.856)  -0.07
H (-5.219, 1.264, -2.792)  0.08
H (-4.527, 1.101, -1.101)  0.07
H (-4.030, 0.048, -2.353)  0.06
H (-2.949, 1.975, -3.578)  0.15
H (-3.780, 4.067, -2.802)  0.08
H (-2.489, 3.877, -1.633)  0.08
H (-4.107, 3.377, -1.175)  0.07
H (-2.077, 1.730, -0.922)  0.07
C (-3.645, -3.028, -1.114)  -0.07
C (-2.369, -3.435, -1.846)  -0.46
C (-1.056, -3.018, -1.098)  -0.03
O (-2.372, -4.866, -1.832)  -0.06
H (-4.482, -3.493, -1.635)  0.08
H (-3.751, -1.945, -1.053)  0.05
H (-3.646, -3.398, -0.088)  0.09
H (-2.501, -2.913, -2.793)  0.13
H (-1.007, -3.562, -0.155)  0.09
H (-1.137, -1.942, -0.944)  0.04
H (-0.136, -3.153, -1.666)  0.07
H (-3.278, -5.179, -1.885)  0.07
C (0.221, 3.507, 2.031)  -0.20
O (1.290, 4.337, 1.861)  -0.08
H (-0.085, 2.979, 1.128)  0.05
H (0.518, 2.598, 2.554)  0.08
H (-0.693, 3.824, 2.534)  0.09
H (0.951, 5.192, 1.587)  0.10
C (0.514, 0.407, -3.659)  -0.15
O (0.242, 1.602, -2.961)  -0.14
H (0.314, -0.494, -3.079)  0.06
H (-0.240, 0.313, -4.440)  0.07
H (1.523, 0.380, -4.071)  0.08
H (-0.584, 1.390, -2.520)  0.00
C (0.544, 0.242, 0.244)  -0.13
O (1.750, -0.414, -0.068)  -0.13
H (-0.150, -0.231, -0.450)  0.06
H (0.222, -0.005, 1.256)  0.07
H (0.659, 1.322, 0.151)  0.07
H (2.434, 0.017, 0.449)  0.03
C (3.813, -3.616, -1.263)  -0.18
O (4.686, -4.274, -0.402)  -0.11
H (4.201, -3.575, -2.281)  0.08
H (2.835, -4.091, -1.348)  0.07
H (3.577, -2.621, -0.888)  0.07
H (4.546, -5.223, -0.423)  0.08
C (0.141, -0.393, 4.685)  -0.17
O (0.287, 0.943, 5.102)  -0.12
H (-0.312, -0.477, 3.697)  0.05
H (1.148, -0.796, 4.571)  0.08
H (-0.403, -0.950, 5.448)  0.08
H (-0.597, 1.276, 5.272)  0.07
C (2.559, -3.018, 2.325)  -0.18
O (1.565, -2.090, 2.092)  -0.12
H (2.293, -3.936, 1.803)  0.07
H (3.549, -2.714, 1.984)  0.07
H (2.596, -3.505, 3.300)  0.08
H (1.661, -1.604, 1.269)  0.02
C (-3.111, 0.216, 1.401)  -0.11
O (-2.714, 1.524, 0.959)  -0.13
H (-4.139, 0.023, 1.708)  0.09
H (-2.937, -0.449, 0.555)  0.06
H (-2.422, -0.145, 2.165)  0.07
H (-3.100, 2.178, 1.546)  0.09
C (2.654, 3.212, -1.595)  -0.15
O (2.912, 3.517, -0.234)  -0.13
H (3.206, 3.952, -2.175)  0.07
H (2.920, 2.192, -1.869)  0.08
H (1.634, 3.392, -1.935)  0.06
H (2.118, 3.839, 0.198)  0.03
C (4.675, 0.590, 2.388)  -0.10
O (3.748, 0.880, 1.317)  -0.14
H (4.806, -0.491, 2.436)  0.07
H (5.673, 1.001, 2.238)  0.08
H (4.229, 0.952, 3.314)  0.08
H (3.796, 1.814, 1.098)  0.06

***

Q: Which of these has the lowest E_tot?
A: C17H26Br9CuO7